ORCA calculation (wB97M-V/def2-TZVPD) on a cluster of 14 separate species, C72H184N12O23 in total in a non-equilibrium geometry.

Output
- F_max: 3.55 eV Å⁻¹
- HOMO level: -8.468 eV
- ΔE to the lowest compared entry with this formula, charge and spin: 0.0 kcal/mol
- Gap between HOMO and LUMO: 0.3216 hartree

```
! RIJCOSX wB97M-V def2-TZVPD def2/J DEFGRID3
* xyz 0 1
H 22.6241 25.2624 -12.7023
H 22.6384 10.2877 -21.2343
H 37.3554 8.8271 -7.3773
H 42.9751 25.0750 -12.0747
N 25.1040 8.5783 -16.3539
N 26.3256 20.6340 -20.9333
H 34.3641 10.4944 -3.8372
H 35.3155 25.0303 -9.8610
C 35.2347 10.5689 -6.9227
C 35.8395 20.3694 -16.4675
H 13.7266 26.2073 -22.8055
H 35.5569 22.4804 -16.3282
H 14.8465 27.6574 -21.3649
H 25.6192 20.6103 -20.2119
N 14.0637 13.0623 -17.1866
H 13.3036 11.1457 -17.1623
H 41.9903 25.9916 -10.8945
H 25.6734 11.9352 -2.3368
H 24.5678 5.9231 -11.1039
H 41.6546 14.2413 -10.1082
H 14.7967 24.9487 -20.2762
C 29.2963 16.0249 -10.7845
C 26.3925 13.5470 4.1851
H 15.9805 26.6217 -19.0056
H 34.3390 11.8219 -4.9462
H 22.6904 21.3463 -11.5884
H 39.3499 23.4291 -10.5930
H 14.0236 17.5367 -18.3417
C 15.2826 25.7814 -20.7847
H 23.8854 10.4363 -17.9052
H 17.8934 19.2145 -7.5003
H 41.7357 12.5146 -9.8733
H 15.5864 9.6041 -20.2852
H 25.9338 12.2788 1.9161
H 19.5704 17.2152 -8.1781
H 15.6728 11.1577 -21.1333
C 18.6285 16.6666 -8.1723
H 37.3974 17.8688 -5.3297
H 26.0414 23.1172 -7.0882
H 37.9020 24.3357 -8.9308
H 39.5873 15.2820 -6.3325
H 22.3893 7.7240 -18.1036
H 40.8945 24.0462 -12.9869
H 32.5689 12.6882 -15.8955
H 13.8262 13.2701 -18.1460
H 15.6277 17.2555 -18.9229
H 22.6809 17.9617 -22.0786
C 22.8950 22.8503 -10.2506
C 24.3285 9.6096 -18.4605
O 36.9349 24.0663 -10.6737
H 41.8822 15.2942 -8.1662
H 22.2980 8.8685 -16.7489
H 35.7489 23.5355 -9.0744
H 18.3895 18.5038 -9.8124
H 26.8023 10.6466 -2.4614
O 34.7362 8.0868 -15.1990
C 23.9472 3.7037 -9.0011
H 36.5623 19.3296 -18.2829
H 26.2619 12.5269 -10.7667
N 39.5284 25.1992 -11.8393
H 26.4257 22.0931 -8.5010
C 34.8966 10.9220 -4.6868
C 32.7020 10.4945 -15.7888
O 25.2379 12.7522 4.4684
O 11.2890 24.9648 -22.1439
H 15.8816 15.8951 -17.0675
C 27.1379 21.8088 -20.7045
H 26.5843 4.5765 -9.2317
C 32.3507 8.1255 -15.5434
O 40.1027 13.4652 -8.9115
H 35.9362 11.1275 -4.4319
H 36.3366 7.6026 -16.4342
H 23.8773 11.2364 -20.5019
H 26.9618 14.9330 -9.8771
H 24.9534 15.0532 -11.0755
H 22.8949 15.3063 -12.5951
O 17.5541 18.0327 -9.7711
H 22.8783 3.7824 -9.1996
H 17.2507 17.9579 -6.4957
H 18.7825 23.9211 -20.2947
H 36.4416 16.7902 -14.4333
H 26.6444 3.1148 -10.1313
H 31.5911 7.3570 -15.6862
H 20.9510 22.1863 -12.9780
H 17.3479 24.2094 -21.3135
H 28.5134 11.6563 1.3096
C 21.4627 22.8251 -12.2582
N 26.8047 12.7860 1.9835
H 27.3153 11.7221 3.6997
H 32.4122 8.2045 -14.4580
H 16.4396 16.7817 -8.5772
C 36.0073 7.5417 -15.3969
C 17.3224 17.4206 -8.5526
H 24.9663 21.3808 -22.2813
H 33.7582 7.9519 -17.1768
H 26.8165 13.8708 5.1356
C 39.3562 16.2323 -8.1274
H 25.1743 10.3380 -1.8823
H 24.8547 16.2772 -15.4183
C 41.0421 13.3483 -9.9830
H 35.7390 21.7271 -14.9406
C 31.9456 11.8290 -16.1434
C 27.1500 21.6830 -17.0624
H 26.3134 20.4976 -23.0289
H 24.2861 3.7331 -11.2147
C 26.2285 4.1220 -10.1563
C 25.6307 20.5227 -22.1796
H 37.7733 20.2032 -17.6148
H 36.5923 8.1432 -14.7013
C 35.3979 9.5070 -7.9883
H 25.3284 9.8976 -18.7850
H 12.4231 24.8511 -20.4701
H 34.8185 20.1465 -16.7773
C 14.2625 11.6363 -16.9952
H 25.9847 14.4547 3.7404
H 24.9924 13.3402 6.4509
H 16.0487 13.6244 -17.5703
H 36.2305 7.7885 -6.7527
H 38.8034 15.3999 -8.5628
C 24.2915 8.3998 -17.5071
O 15.0929 11.2967 -19.2314
H 16.1415 18.9904 -7.4124
H 34.5222 11.3544 -7.1745
O 23.5528 9.2980 -19.6354
C 12.5422 25.0048 -21.5426
H 37.0635 16.1708 -15.9870
C 21.9001 25.7972 -12.0874
H 44.1681 23.4927 -10.1800
H 24.1569 13.5503 -11.5242
C 17.0989 18.4703 -7.4457
H 39.9789 24.8129 -9.7716
H 25.4627 18.3384 -21.7552
H 15.6806 25.3405 -21.6987
O 34.7463 10.0216 -5.7176
H 18.7266 25.4419 -21.0593
H 28.1383 12.2981 -1.0158
C 20.4530 23.9322 -11.8152
H 28.5085 22.4410 -19.2053
C 15.2328 13.8883 -16.8975
H 29.1904 16.1377 -9.7055
H 24.4252 21.4035 -9.7958
H 15.4962 13.8731 -15.8399
H 26.3414 21.7087 -16.3318
H 36.4739 7.6669 -8.4433
H 12.4830 27.1162 -22.0367
O 24.3054 5.5325 -10.2672
C 27.7036 21.7094 -19.2756
O 36.3244 18.0435 -16.0024
C 27.2820 12.3761 -0.3460
H 34.4281 9.0130 -8.0475
C 43.2600 23.9293 -9.7642
C 26.8441 13.2438 -11.3456
H 41.6165 12.7845 -7.5978
H 29.3869 17.0551 -11.1287
C 42.0696 25.0681 -11.4680
C 40.7765 13.4785 -7.6278
N 31.7937 9.3374 -16.0616
C 18.0749 24.6721 -20.6461
H 43.4352 24.9070 -9.3154
H 27.9139 21.9930 -21.4475
O 17.3084 25.1992 -19.5457
H 21.9218 18.7024 -20.6685
H 22.2768 23.3090 -12.7978
H 40.1020 13.2146 -6.8132
H 9.5882 26.1566 -22.2914
C 24.7693 14.3684 -11.9033
O 31.6155 11.7729 -17.5459
H 42.0443 14.8049 -6.5518
C 14.9473 15.3670 -17.2580
O 24.5490 22.9822 -8.5264
C 40.8636 24.9675 -12.4052
H 28.5040 13.3243 0.8761
H 37.3858 19.6455 -15.1768
H 24.1205 4.3752 -8.1602
H 36.5467 21.0968 -18.4835
H 31.4355 13.8936 -17.6641
H 40.5783 13.2388 -10.9633
C 25.6411 22.4086 -7.8133
C 36.9835 17.0470 -15.3436
O 21.0670 25.0663 -11.2054
H 38.8503 24.8452 -12.4989
C 39.3200 24.5187 -10.5885
C 30.9644 12.9417 -17.9092
N 35.8005 10.0555 -9.2504
H 24.3752 9.7875 -21.3490
H 25.0334 9.4983 -15.9431
H 22.5050 26.4021 -11.4120
H 33.0234 10.4022 -14.7513
O 26.7058 21.9977 -18.3404
H 14.2769 15.7837 -16.5063
C 24.6685 4.2072 -10.3107
H 23.2693 17.4803 -20.4336
C 41.2948 14.8985 -7.3377
H 26.0609 8.6071 -16.6758
C 14.6089 16.8716 -18.9766
H 37.8968 17.6433 -8.6522
H 23.6066 12.5859 5.7631
H 30.9718 12.9448 -18.9992
H 26.6297 14.5971 -12.6593
H 23.5106 23.5660 -10.7954
H 33.6070 10.4403 -16.3939
C 24.4274 13.2615 5.5221
N 26.0194 13.8374 -12.3937
N 22.0537 22.0160 -11.1808
C 15.8863 10.6480 -20.1938
H 28.3611 13.1207 3.4318
H 26.8076 13.3106 -0.6456
H 26.4578 22.6603 -20.7244
H 36.0945 6.5294 -15.0023
H 27.5925 12.6475 -11.8675
C 38.3453 17.3245 -7.7113
O 23.8051 19.3571 -21.1129
H 35.6933 19.5001 -14.5543
H 16.9160 27.0936 -20.4077
H 22.1766 23.4130 -9.6544
C 23.7841 22.0811 -9.2320
H 9.7546 25.0515 -20.8826
N 14.3758 26.8413 -21.0008
H 23.2314 16.8385 -14.8633
C 22.8328 8.0071 -17.1490
H 19.8753 23.4818 -11.0080
C 33.7135 7.6458 -16.1316
H 36.1472 11.1342 -6.7333
C 24.2981 16.8024 -14.6421
H 31.1408 11.9816 -15.4243
H 36.0301 18.1379 -6.4567
H 36.7801 10.2851 -9.1624
C 15.4135 11.0880 -17.8547
H 34.9626 23.5083 -10.6771
H 42.9356 23.2763 -8.9540
C 36.6979 20.2837 -17.7736
H 28.1509 20.7427 -19.0444
C 36.3623 19.3445 -15.4006
H 10.6032 26.6375 -21.0030
C 27.6252 14.3129 -10.4801
C 13.2466 26.3638 -21.8394
O 42.1527 23.9091 -10.6517
H 13.1132 24.1294 -21.8519
H 16.3700 11.4871 -17.5172
C 26.0099 11.0353 -1.8219
H 40.9591 25.7615 -13.1458
H 24.4097 18.9729 -23.0850
N 35.9961 21.6699 -15.9157
O 14.5120 15.5325 -18.5976
N 40.2009 15.7675 -6.9711
C 23.5934 10.2059 -20.7152
H 18.5800 16.3698 -7.1246
O 26.5063 11.1533 -0.4942
H 27.5863 20.6841 -17.0593
H 22.8116 7.2310 -16.3839
H 19.7559 24.2394 -12.5947
H 15.5155 10.0134 -17.7030
C 27.3362 12.7570 3.3583
H 16.9334 10.6348 -19.8912
H 24.6816 7.4971 -17.9774
C 16.4321 26.2454 -19.9235
H 29.9616 12.9461 -17.4819
H 23.8078 14.4664 -13.8723
H 36.0836 16.7474 -5.4026
C 36.7014 17.3966 -6.0231
C 36.3879 8.3999 -7.6411
H 31.8949 9.2301 -17.0608
H 23.2473 21.4150 -8.5565
O 28.2179 15.2857 -11.3883
H 37.7514 25.8370 -9.8633
H 40.0107 16.5439 -8.9415
H 35.7551 9.2989 -9.9179
O 37.3149 16.5882 -7.0065
H 14.2057 16.9567 -19.9857
H 27.9058 22.3611 -16.6661
H 33.7123 6.5569 -16.0826
C 22.8502 18.2764 -21.0489
H 24.5934 17.8426 -14.7795
H 14.5175 11.4343 -15.9549
H 24.0099 14.2476 5.3190
C 35.6883 24.0231 -10.0474
C 10.2681 25.7514 -21.5419
H 38.0097 17.3517 -15.1385
C 37.9299 24.7640 -9.9328
C 23.8900 15.1001 -12.9892
H 24.2465 2.7186 -8.6432
H 28.3399 13.7911 -9.8438
H 21.2665 26.3656 -12.7683
H 25.2705 21.5611 -7.2366
H 26.7010 4.5983 -11.0153
C 27.8436 12.4728 1.0398
O 24.5013 16.3006 -13.3228
H 30.2067 15.4333 -10.8803
C 24.8189 19.1515 -22.0907
H 38.8175 18.0760 -7.0785
H 18.6792 15.6783 -8.6292
*
```